Entry 1:
The following is a DFT calculation (ωB97M-V with the def2-TZVPD basis set) of 2 unconnected molecules or ions with the total composition CBrN3O at a distorted geometry.

Atoms and positions in Å:
C: -0.05 1.30 1.88
N: -0.12 -1.80 -0.98
N: -0.07 0.16 1.97
N: 0.03 -0.72 -0.71
O: 0.53 0.32 -0.43
Br: 0.26 3.08 1.74

- Multiplicity: 1
- E: -77593.9339 eV
- Net charge: 0
- SMILES string: N#[N+][O-].N#CBr

---

Entry 2:
The following is a DFT calculation (ωB97M-V with the def2-TZVPD basis set) of a single C3H8O2P2 molecule at a distorted geometry.

Atoms and positions in Å:
C: -0.22 -0.19 0.38
C: 0.25 0.83 -2.28
C: 1.21 1.00 -1.14
O: -1.35 0.07 0.19
O: 0.97 0.22 0.04
P: -1.49 -1.45 3.11
P: 0.42 -1.57 2.02
H: 0.40 0.03 -2.90
H: -0.81 0.97 -1.96
H: 0.27 1.65 -2.94
H: 1.29 2.00 -0.71
H: 2.31 0.70 -1.51
H: -2.15 -2.78 3.02
H: -2.15 -1.04 1.91
H: 1.07 -0.45 2.76

- Multiplicity: 1
- E: -25910.8281 eV
- Net charge: 0
- SMILES string: CCOC(=O)[PH]#[PH2]

---

Entry 3:
The following is a DFT calculation (ωB97M-V with the def2-TZVPD basis set) of a molecular structure, C7H7NO3 at a distorted geometry.

Atoms and positions in Å:
C: -2.72 -0.56 -0.62
C: -1.48 -1.12 -0.16
C: -2.68 0.74 -0.33
C: -0.91 -0.02 0.43
C: 2.14 -0.54 -0.24
C: 0.44 0.10 1.03
C: 1.55 0.92 -0.35
N: 1.30 -1.06 0.67
O: 3.08 -1.09 -0.72
O: -1.58 1.11 0.37
O: 2.47 1.90 -0.18
H: -3.44 -0.96 -1.32
H: -1.10 -2.12 -0.25
H: -3.31 1.58 -0.62
H: 0.68 0.54 1.98
H: 0.83 0.93 -1.19
H: 1.46 -1.90 1.21
H: 3.25 1.56 0.30

- Multiplicity: 1
- E: -15002.3908 eV
- Net charge: 0

---

Entry 4:
The following is a DFT calculation (ωB97M-V with the def2-TZVPD basis set) of 9 unconnected molecules or ions with the total composition C36H99N9O9 at a distorted geometry.

Atoms and positions in Å:
C: -10.22 -36.20 -23.03
C: -9.98 -34.77 -22.55
C: -10.12 -34.59 -21.06
O: -10.21 -33.20 -20.86
C: -10.43 -32.85 -19.52
N: -8.69 -34.43 -23.05
H: -9.86 -36.39 -24.04
H: -11.26 -36.52 -22.98
H: -9.64 -36.87 -22.39
H: -10.65 -34.08 -23.06
H: -9.32 -35.06 -20.48
H: -11.07 -35.06 -20.80
H: -9.82 -33.42 -18.82
H: -11.46 -33.03 -19.22
H: -10.07 -31.83 -19.38
H: -8.43 -33.51 -22.71
H: -8.08 -34.99 -22.47
C: -11.15 -35.15 -10.68
C: -11.87 -34.90 -9.37
C: -12.84 -33.71 -9.43
O: -13.77 -33.69 -8.24
C: -14.98 -32.92 -8.27
N: -12.58 -36.15 -9.07
H: -10.32 -35.85 -10.61
H: -10.70 -34.22 -11.03
H: -11.70 -35.62 -11.49
H: -11.12 -34.78 -8.58
H: -13.48 -33.71 -10.32
H: -12.33 -32.74 -9.50
H: -15.49 -32.85 -7.31
H: -15.63 -33.48 -8.94
H: -14.84 -31.88 -8.55
H: -13.31 -35.88 -8.43
H: -11.93 -36.66 -8.50
C: -11.96 -28.16 -11.20
C: -11.37 -27.18 -12.20
C: -10.91 -27.91 -13.46
O: -9.95 -28.93 -13.14
C: -9.47 -29.65 -14.25
N: -12.39 -26.18 -12.50
H: -12.33 -27.74 -10.27
H: -11.14 -28.83 -10.93
H: -12.67 -28.81 -11.72
H: -10.50 -26.68 -11.78
H: -10.37 -27.24 -14.12
H: -11.75 -28.23 -14.08
H: -8.80 -28.99 -14.80
H: -10.26 -29.92 -14.95
H: -8.86 -30.47 -13.86
H: -12.98 -26.12 -11.68
H: -13.02 -26.63 -13.15
C: -8.18 -39.05 -18.93
C: -8.84 -37.72 -18.87
C: -10.41 -37.82 -18.72
O: -10.92 -36.45 -18.57
C: -12.32 -36.36 -18.50
N: -8.24 -36.97 -17.73
H: -8.66 -39.44 -19.83
H: -8.38 -39.70 -18.08
H: -7.14 -38.90 -19.21
H: -8.63 -37.19 -19.80
H: -10.63 -38.45 -17.85
H: -10.73 -38.31 -19.64
H: -12.71 -36.59 -17.51
H: -12.81 -37.00 -19.23
H: -12.51 -35.31 -18.71
H: -8.95 -36.27 -17.59
H: -7.40 -36.54 -18.10
C: -14.07 -37.81 -13.67
C: -14.33 -36.74 -12.62
C: -15.47 -35.80 -13.09
O: -15.41 -35.30 -14.41
C: -16.31 -34.22 -14.76
N: -14.58 -37.28 -11.33
H: -13.43 -38.65 -13.40
H: -13.84 -37.36 -14.63
H: -15.00 -38.33 -13.90
H: -13.43 -36.13 -12.56
H: -15.45 -34.95 -12.40
H: -16.45 -36.28 -13.03
H: -16.13 -33.93 -15.79
H: -16.08 -33.34 -14.17
H: -17.38 -34.36 -14.61
H: -14.00 -38.09 -11.19
H: -14.19 -36.65 -10.64
C: -13.76 -31.46 -12.44
C: -12.55 -32.28 -12.84
C: -12.32 -32.31 -14.38
O: -11.34 -33.32 -14.61
C: -11.26 -33.57 -16.00
N: -11.40 -31.82 -12.08
H: -14.67 -31.97 -12.74
H: -13.74 -30.49 -12.94
H: -13.91 -31.35 -11.36
H: -12.71 -33.31 -12.53
H: -11.95 -31.34 -14.70
H: -13.28 -32.60 -14.80
H: -12.20 -33.66 -16.54
H: -10.63 -34.45 -16.17
H: -10.79 -32.66 -16.35
H: -11.26 -30.82 -12.16
H: -10.59 -32.17 -12.57
C: -19.30 -26.63 -15.47
C: -19.19 -27.90 -16.25
C: -18.60 -28.98 -15.38
O: -17.19 -28.83 -15.25
C: -16.60 -29.80 -14.31
N: -20.52 -28.24 -16.69
H: -19.66 -25.79 -16.05
H: -18.28 -26.24 -15.35
H: -19.78 -26.81 -14.50
H: -18.59 -27.64 -17.12
H: -18.76 -29.94 -15.88
H: -19.03 -29.00 -14.37
H: -15.51 -29.75 -14.30
H: -16.72 -30.85 -14.60
H: -16.89 -29.73 -13.26
H: -20.48 -28.50 -17.66
H: -20.91 -28.99 -16.14
C: -19.30 -32.17 -7.76
C: -18.54 -30.90 -7.30
C: -18.20 -30.04 -8.50
O: -17.10 -30.64 -9.32
C: -16.67 -29.77 -10.33
N: -19.35 -30.30 -6.27
H: -18.69 -32.67 -8.51
H: -20.25 -31.99 -8.26
H: -19.38 -32.94 -6.99
H: -17.57 -31.22 -6.90
H: -17.85 -29.03 -8.26
H: -19.10 -29.81 -9.07
H: -16.30 -28.85 -9.88
H: -17.46 -29.48 -11.03
H: -15.84 -30.25 -10.85
H: -18.77 -29.81 -5.61
H: -19.77 -31.04 -5.72
C: -13.41 -32.87 -21.69
C: -14.20 -33.81 -20.85
C: -14.82 -33.21 -19.54
O: -13.82 -32.57 -18.80
C: -14.36 -31.85 -17.65
N: -15.30 -34.31 -21.62
H: -12.69 -32.35 -21.07
H: -14.06 -32.03 -21.96
H: -13.03 -33.31 -22.61
H: -13.49 -34.53 -20.44
H: -15.28 -33.94 -18.87
H: -15.57 -32.44 -19.71
H: -14.88 -32.48 -16.94
H: -15.00 -31.03 -17.97
H: -13.48 -31.46 -17.13
H: -16.05 -34.70 -21.07
H: -15.79 -33.57 -22.10

- Multiplicity: 2
- <S²>: 0.7506
- E: -70767.7276 eV
- Net charge: -1

---

Entry 5:
The following is a DFT calculation (ωB97M-V with the def2-TZVPD basis set) of a single C6H16N2O2S2 molecule at a distorted geometry.

Atoms and positions in Å:
C: 3.71 1.59 0.16
C: 3.12 -0.76 0.33
C: 2.16 -1.15 -0.78
C: -1.75 -0.27 0.01
C: -2.66 0.61 0.57
C: -4.59 -0.17 -0.73
H: 3.19 1.82 1.22
H: 4.52 2.36 -0.20
H: 2.89 1.95 -0.52
H: 5.01 0.16 0.05
H: 3.80 -1.66 0.39
H: 2.68 -0.36 1.22
H: 2.67 -1.88 -1.47
H: 2.03 -0.24 -1.43
H: -1.25 0.13 -0.81
H: -1.97 -1.31 -0.40
H: -2.24 1.67 0.78
H: -2.99 0.27 1.71
H: -3.52 1.41 -1.11
H: -5.00 -0.61 0.25
H: -5.61 0.07 -1.11
H: -4.19 -0.91 -1.31
N: 4.09 0.31 -0.17
N: -3.74 0.84 -0.27
O: 0.45 0.44 1.07
O: -1.02 -1.53 1.90
S: 0.60 -2.04 -0.34
S: -0.39 -0.75 1.00

- Multiplicity: 1
- E: -35222.6564 eV
- Net charge: 0
- SMILES string: CNCCSS(=O)(=O)CCNC

---

Entry 6:
The following is a DFT calculation (ωB97M-V with the def2-TZVPD basis set) of 2 unconnected molecules or ions with the total composition C5H10O at a distorted geometry.

Atoms and positions in Å:
C: -1.35 -1.58 0.60
C: -1.15 -0.23 1.23
O: -2.04 0.56 1.50
H: -0.06 0.01 1.48
H: -1.34 -2.35 1.37
H: -2.31 -1.60 0.08
H: -0.56 -1.77 -0.13
C: -0.01 1.21 -1.14
C: 1.26 0.99 -0.20
C: 2.05 -0.08 -0.27
H: 1.69 1.94 0.13
H: -0.55 2.04 -0.67
H: -0.69 0.38 -1.36
H: 0.31 1.54 -2.13
H: 3.08 -0.02 0.08
H: 1.67 -1.05 -0.56

- Multiplicity: 1
- E: -7392.8538 eV
- Net charge: 0
- SMILES string: C=CC.CC=O

---

Calculated energy relative to the best compared isomer or geometry (same formula, charge and spin) (kJ/mol), listed in the same order as above: 57.08 22.82 309.30 77.01 344.60 184.44